# 1
{
  "formula": "C12H17BN6OPt",
  "method": "ωB97M-V/def2-TZVPD",
  "species": ["H", "N", "B", "N", "C", "Pt", "H", "C", "H", "C", "H", "C", "H", "H", "H", "N", "N", "N", "N", "C", "C", "H", "H", "C", "C", "C", "C", "H", "H", "H", "H", "H", "C", "C", "O", "H", "H", "H"],
  "positions_angstrom": [[0.13, 2.85, 0.79], [0.27, 1.77, -0.98], [0.79, 0.89, -3.32], [0.66, 2.03, -2.26], [0.78, 3.37, -2.42], [-0.37, 0.01, -0.33], [1.03, 3.80, -3.38], [0.56, 3.94, -1.14], [0.62, 4.98, -0.89], [0.31, 2.90, -0.26], [1.36, 1.25, -4.32], [-2.16, -3.07, 1.40], [-2.48, -3.15, 2.46], [-1.13, -3.42, 1.28], [-2.86, -3.54, 0.69], [-0.62, 0.35, -3.48], [1.56, -0.26, -2.58], [-1.28, -0.10, -2.38], [1.23, -0.64, -1.32], [-1.37, 0.19, -4.60], [2.60, -1.02, -2.98], [-1.00, 0.50, -5.57], [2.94, -0.82, -3.99], [-2.56, -0.42, -4.21], [2.95, -1.84, -1.91], [-2.46, -0.60, -2.80], [2.07, -1.57, -0.87], [-3.36, -0.72, -4.84], [3.78, -2.54, -1.86], [-3.12, -1.05, -2.10], [1.92, -1.87, 0.16], [-2.10, -1.99, 1.14], [-1.37, 0.21, 2.42], [-1.56, 0.77, 0.96], [-2.41, 1.57, 0.64], [-0.57, -0.56, 2.51], [-2.35, -0.18, 2.79], [-1.05, 1.09, 3.02]],
  "e_above_lowest_kcal_mol": 0.0,
  "spin_multiplicity": 5,
  "e_lumo_ev": [-7.1335, -11.6645],
  "max_force_ev_per_a": 4.7,
  "total_charge": 2,
  "gap_ev": [8.289, 4.137]
}

# 2
{
  "formula": "C12H17BO6",
  "method": "ωB97M-V/def2-TZVPD",
  "species": ["C", "C", "B", "O", "C", "C", "C", "C", "C", "C", "O", "C", "C", "O", "C", "O", "O", "C", "O", "H", "H", "H", "H", "H", "H", "H", "H", "H", "H", "H", "H", "H", "H", "H", "H", "H"],
  "positions_angstrom": [[2.61, -0.09, 2.29], [2.28, -1.46, 1.69], [2.41, -1.58, 0.13], [2.20, -2.83, -0.43], [2.74, -0.40, -0.86], [1.87, 0.39, -1.47], [0.39, 0.41, -1.33], [0.00, 1.50, -0.31], [-1.29, 1.24, 0.50], [-2.24, 0.27, -0.18], [-3.48, 0.32, 0.53], [-4.42, -0.47, -0.01], [-5.76, -0.38, 0.64], [-4.23, -1.21, -0.96], [2.57, 1.34, -2.38], [2.10, 2.21, -3.07], [3.89, 1.02, -2.32], [4.08, 0.04, -1.35], [5.18, -0.31, -1.03], [1.90, 0.68, 2.03], [3.61, 0.24, 2.07], [2.56, -0.17, 3.37], [2.95, -2.18, 2.14], [1.26, -1.73, 1.95], [1.47, -2.74, -1.06], [0.06, -0.58, -1.04], [-0.06, 0.65, -2.28], [-0.03, 2.46, -0.80], [0.80, 1.56, 0.41], [-1.81, 2.18, 0.59], [-1.06, 0.90, 1.50], [-1.84, -0.73, -0.10], [-2.38, 0.56, -1.21], [-6.28, 0.51, 0.33], [-6.34, -1.22, 0.30], [-5.70, -0.43, 1.72]],
  "spin_multiplicity": 1,
  "e_lumo_ev": -0.8098,
  "smiles": "CCB(O)C1=C(CCCCOC(C)=O)C(=O)OC1=O",
  "max_force_ev_per_a": 1.4,
  "gap_ev": 9.820
}